Entry from OMol25: an isolated molecule of CH3N2OP (wB97M-V/def2-TZVPD).

Summary:
* relative energy (zero: lowest compared OMol25 entry of this formula, charge and spin): 332.3 kJ/mol
* DFT total energy: -15398.8050 eV
* LUMO energy: 0.01735 Eh
* charge: 0
* largest force on an atom: 3.1 eV Å⁻¹
* gap between HOMO and LUMO: 0.3166 Eh
* HOMO level: -8.14 eV
* multiplicity: 1

The geometry in XYZ format:
```
8
Properties=species:S:1:pos:R:3:forces:R:3:nbo_charge:R:1
C 0.47264 -0.07730 -0.58393 -2.2471 -1.2464 -0.4112 -0.077
N -1.09929 -1.63767 -0.29142 1.5089 0.5516 -0.1301 -0.001
N -1.99971 -0.94553 -0.01150 -0.4058 -3.0350 -0.0958 -0.440
O -0.51461 0.82248 -0.66742 -0.0384 1.6133 -0.5398 -0.766
P -1.96242 0.72643 0.04439 0.8411 2.4242 1.4385 1.051
H 1.13885 0.04302 0.21476 0.6054 -0.1424 1.6453 0.157
H 0.96262 -0.17472 -1.51012 0.4182 -0.4746 -1.1567 0.166
H -1.46722 0.59356 1.43959 -0.6823 0.3092 -0.7502 -0.089
```
Positions in Å, forces in eV/Å.